## w
DFT (ωB97M-V/def2-TZVPD) results for a molecular structure, C42H40F5N6OS7SbW.

The multiplicity is 3. The calculation puts the LUMO energy (alpha / beta) at -0.4 / -0.4 eV. As for the expectation value of S²: 2.02. The orbital gap (alpha / beta) is 5.19 / 5.66 eV. For the HOMO energy (alpha / beta), the calculation gives -5.621 / -6.089 eV.

Each line ends with the Mulliken charge.
Atoms and positions in Å:
W 2.370 0.822 -0.243  2.981
S 7.285 2.113 2.563  -0.559
Sb 5.209 2.841 2.785  0.554
S 4.516 1.998 -0.588  -0.323
S 1.920 2.242 1.753  -0.126
S 4.637 3.772 0.497  -0.303
N 2.268 0.466 -2.546  -0.295
C 3.017 1.203 -3.598  -0.745
C 2.415 2.549 -4.001  -0.493
C 2.634 3.684 -3.012  -0.847
N 1.938 3.393 -1.762  -0.124
H 2.488 -0.520 -2.613  0.219
H 1.268 0.559 -2.700  0.014
H 3.066 0.567 -4.483  0.418
H 4.031 1.354 -3.234  0.278
H 1.338 2.427 -4.195  0.144
H 2.873 2.834 -4.953  0.431
H 2.330 4.635 -3.466  0.393
H 3.699 3.753 -2.787  0.400
H 0.938 3.519 -1.869  -0.010
H 2.270 3.994 -1.014  0.172
N 0.287 1.371 -0.601  -0.357
S -1.052 1.717 -0.257  0.427
N -2.183 0.556 0.032  -0.297
S -2.039 -0.756 0.809  1.468
N -1.326 -1.963 0.228  -0.347
S 0.261 -2.129 -0.204  0.072
N 1.124 -1.012 -0.402  -0.025
C 0.778 -3.399 0.939  1.151
C 1.927 -4.087 0.569  -0.511
C 2.459 -5.026 1.435  -0.760
C 1.844 -5.273 2.656  -0.726
C 0.694 -4.584 3.016  -1.074
C 0.150 -3.641 2.154  0.041
C -0.001 -3.122 -1.663  0.451
C -1.059 -4.018 -1.776  -0.716
C -1.184 -4.763 -2.938  -0.800
C -0.257 -4.612 -3.964  -0.600
C 0.800 -3.729 -3.827  -1.253
C 0.935 -2.977 -2.665  -0.163
C -3.709 -1.316 0.914  -0.424
C -4.741 -0.412 0.764  -0.221
C -6.046 -0.868 0.920  -0.881
C -6.285 -2.198 1.224  -0.587
C -5.232 -3.089 1.366  -0.962
C -3.925 -2.648 1.212  0.027
C -1.563 -0.493 2.494  0.805
C -2.500 -0.513 3.525  -0.167
C -2.050 -0.316 4.821  -0.922
C -0.698 -0.102 5.067  -0.835
C 0.216 -0.084 4.028  -1.246
C -0.213 -0.283 2.723  1.045
C -1.938 2.513 -1.602  0.139
C -2.663 3.684 -1.460  -0.263
C -3.210 4.282 -2.596  -0.947
C -3.034 3.706 -3.839  -0.557
C -2.318 2.520 -3.965  -0.881
C -1.765 1.921 -2.846  -0.187
C -1.297 2.825 1.111  1.071
C -2.228 2.608 2.118  -0.706
C -2.292 3.501 3.180  -0.629
C -1.435 4.591 3.222  -0.877
C -0.512 4.801 2.204  -0.484
C -0.435 3.914 1.144  -0.427
H 2.423 -3.863 -0.369  0.300
H 3.366 -5.549 1.164  0.430
H 2.269 -6.003 3.334  0.388
H 0.217 -4.779 3.968  0.486
H -0.746 -3.107 2.431  0.385
H -1.773 -4.124 -0.970  0.369
H -2.005 -5.461 -3.045  0.438
H -0.358 -5.196 -4.870  0.408
H 1.533 -3.628 -4.618  0.488
H 1.774 -2.313 -2.514  0.691
H -4.525 0.616 0.506  0.411
H -6.873 -0.180 0.797  0.454
H -7.303 -2.546 1.348  0.406
H -5.425 -4.129 1.595  0.455
H -3.084 -3.324 1.312  0.300
H -3.551 -0.683 3.332  0.462
H -2.758 -0.335 5.640  0.425
H -0.355 0.053 6.083  0.429
H 1.269 0.088 4.211  0.575
H 0.502 -0.289 1.912  -0.151
H -2.804 4.135 -0.488  0.511
H -3.771 5.203 -2.498  0.428
H -3.455 4.179 -4.718  0.408
H -2.189 2.065 -4.939  0.452
H -1.197 1.001 -2.924  0.356
H -2.894 1.759 2.079  0.528
H -3.010 3.339 3.975  0.456
H -1.479 5.279 4.057  0.369
H 0.169 5.642 2.246  0.499
H 0.306 4.050 0.365  0.371
O 4.024 0.743 2.445  -0.941
C 3.084 0.931 1.658  0.491
F 3.551 -1.762 -1.454  -0.434
C 3.816 -0.947 -0.289  0.139
F 3.513 -1.801 0.760  -0.296
C 5.374 -1.037 -0.304  0.097
F 5.737 -2.347 -0.249  -0.279
F 5.860 -0.563 -1.464  -0.226
F 5.970 -0.425 0.693  -0.124

## x
DFT (ωB97M-V/def2-TZVPD) results for a molecular structure, C42H40F5N6OS7SbW.

The multiplicity is 3. The calculation puts the LUMO energy (alpha / beta) at -0.8 / -1.4 eV. As for the expectation value of S²: 2.03. The orbital gap (alpha / beta) is 6.49 / 5.69 eV. For the HOMO energy (alpha / beta), the calculation gives -7.312 / -7.139 eV.

Each line ends with the Mulliken charge.
Atoms and positions in Å:
W -0.610 0.040 0.041  0.121
S 0.206 5.250 -1.205  -0.400
Sb -0.650 4.592 0.859  0.449
S 0.338 2.200 0.984  -0.177
S 1.200 1.666 -0.772  -0.034
S -2.834 4.572 -0.014  -0.472
N -3.075 -1.034 -0.620  -0.114
C -4.219 -0.418 -1.297  -1.031
C -3.749 0.529 -2.402  0.342
C -3.258 1.868 -1.863  -1.029
N -1.888 1.834 -1.298  0.397
H -2.675 -1.769 -1.209  -0.025
H -3.376 -1.479 0.247  0.275
H -4.791 0.156 -0.563  0.377
H -4.885 -1.176 -1.737  0.397
H -4.590 0.717 -3.074  0.591
H -2.950 0.055 -2.975  -0.509
H -3.927 2.212 -1.070  0.325
H -3.291 2.612 -2.665  0.427
H -1.895 2.685 -0.704  -0.403
H -1.228 2.031 -2.060  0.165
N -0.407 -0.746 -1.689  1.547
S 0.200 -1.543 -2.873  1.143
N 2.668 -1.078 -2.259  -0.331
S 3.507 -2.216 -1.953  0.562
N 4.063 -2.528 -0.382  -0.206
S 3.112 -2.292 0.814  0.846
N 1.766 -1.574 0.402  0.930
C 2.601 -3.886 1.497  0.302
C 3.550 -4.799 1.922  -0.361
C 3.135 -6.040 2.372  -0.865
C 1.783 -6.353 2.394  -0.584
C 0.842 -5.422 1.989  -0.818
C 1.252 -4.178 1.542  -0.407
C 4.102 -1.580 2.132  0.619
C 3.653 -1.645 3.441  -0.564
C 4.374 -0.991 4.422  -0.809
C 5.538 -0.312 4.091  -0.514
C 5.984 -0.274 2.781  -0.798
C 5.255 -0.903 1.786  -0.642
C 2.868 -3.879 -2.394  0.480
C 2.079 -4.017 -3.521  -0.111
C 1.531 -5.250 -3.826  -0.685
C 1.768 -6.338 -3.002  -0.777
C 2.589 -6.201 -1.894  -0.820
C 3.148 -4.970 -1.596  -0.550
C 5.094 -2.237 -2.844  0.298
C 6.289 -2.638 -2.283  -0.249
C 7.447 -2.558 -3.042  -0.893
C 7.396 -2.095 -4.347  -0.457
C 6.186 -1.719 -4.909  -0.745
C 5.032 -1.780 -4.150  -0.221
C -0.156 -0.438 -4.294  0.560
C 0.902 0.437 -4.499  -0.702
C 0.789 1.451 -5.435  -0.979
C -0.378 1.581 -6.172  -0.566
C -1.426 0.700 -5.967  -0.988
C -1.327 -0.309 -5.019  -0.029
C -0.912 -3.011 -3.038  0.197
C -0.893 -3.722 -1.842  -0.286
C -1.554 -4.928 -1.736  -0.721
C -2.250 -5.424 -2.828  -0.830
C -2.248 -4.728 -4.025  -1.028
C -1.558 -3.530 -4.146  -0.492
H 4.594 -4.529 1.890  0.490
H 3.869 -6.761 2.699  0.466
H 1.461 -7.323 2.740  0.426
H -0.213 -5.644 2.018  0.523
H 0.537 -3.434 1.235  0.361
H 2.738 -2.167 3.670  0.504
H 4.025 -0.998 5.442  0.424
H 6.092 0.200 4.861  0.410
H 6.886 0.261 2.529  0.433
H 5.561 -0.878 0.750  0.405
H 1.901 -3.158 -4.149  0.418
H 0.907 -5.358 -4.700  0.506
H 1.325 -7.294 -3.234  0.423
H 2.790 -7.050 -1.258  0.468
H 3.802 -4.846 -0.747  0.785
H 6.305 -2.981 -1.260  0.369
H 8.396 -2.846 -2.613  0.416
H 8.303 -2.021 -4.929  0.391
H 6.147 -1.364 -5.928  0.433
H 4.080 -1.452 -4.540  0.267
H 1.792 0.311 -3.897  0.630
H 1.609 2.135 -5.593  0.481
H -0.474 2.363 -6.912  0.405
H -2.334 0.793 -6.544  0.444
H -2.156 -0.982 -4.862  0.337
H -0.342 -3.302 -1.011  0.246
H -1.516 -5.482 -0.810  0.547
H -2.785 -6.358 -2.747  0.405
H -2.784 -5.125 -4.875  0.438
H -1.526 -3.024 -5.099  0.596
O 1.694 -0.042 2.086  -0.669
C 1.195 -0.564 1.085  0.261
F -2.448 1.744 1.602  -0.140
C -1.867 0.452 1.667  -0.098
F -0.964 -1.827 0.690  -0.703
C -2.263 -0.126 2.971  0.494
F -1.654 0.399 4.066  -0.272
F -3.589 -0.024 3.238  -0.268
F -1.986 -1.449 3.018  -0.178

Which structure wins on stability? w wins.

## w
DFT (ωB97M-V/def2-TZVPD) results for 3 unconnected molecules or ions with the total composition C3H11NO3.

The multiplicity is 1. As for the SMILES: CN(C)C=O.O.O. The calculation puts the LUMO energy at 0.8 eV. The orbital gap is 10.51 eV. For the HOMO energy, the calculation gives -9.760 eV.

Each line ends with the natural charge from an NBO analysis.
Atoms and positions in Å:
C 1.920 0.767 -1.196  -0.427
N 0.459 0.654 -1.588  -0.426
C -0.288 1.874 -1.410  -0.435
C -0.190 -0.477 -1.350  0.540
O 0.307 -1.551 -0.883  -0.665
H 2.558 -0.035 -1.483  0.227
H 1.928 0.736 0.014  0.221
H 2.204 1.736 -1.665  0.206
H -0.726 2.096 -0.431  0.214
H -1.258 1.666 -1.914  0.210
H 0.114 2.771 -1.977  0.219
H -1.287 -0.373 -1.661  0.121
O -2.493 -0.299 3.109  -0.929
H -1.578 -0.417 3.172  0.473
H -2.744 -0.854 3.806  0.456
O 0.609 -0.901 1.982  -0.969
H 1.368 -1.553 2.107  0.471
H 0.172 -1.337 1.219  0.494

## x
DFT (ωB97M-V/def2-TZVPD) results for 3 unconnected molecules or ions with the total composition C3H11NO3.

The multiplicity is 1. As for the SMILES: CN(C)C=O.O.O. The calculation puts the LUMO energy at 0.7 eV. The orbital gap is 10.01 eV. For the HOMO energy, the calculation gives -9.261 eV.

Each line ends with the natural charge from an NBO analysis.
Atoms and positions in Å:
C -0.552 2.795 -1.560  -0.411
N 0.280 3.167 -0.431  -0.455
C 0.671 4.570 -0.305  -0.410
C 0.684 2.241 0.484  0.537
O 0.094 1.214 0.751  -0.599
H -0.007 2.905 -2.501  0.190
H -1.398 3.490 -1.606  0.189
H -0.926 1.785 -1.461  0.238
H 1.700 4.729 -0.647  0.195
H 0.624 4.860 0.746  0.207
H -0.027 5.186 -0.855  0.213
H 1.631 2.503 0.972  0.106
O 1.592 -7.292 1.385  -0.940
H 0.765 -7.234 1.878  0.473
H 1.511 -6.567 0.758  0.466
O -1.847 -6.285 0.900  -0.936
H -2.136 -5.872 0.077  0.468
H -2.659 -6.195 1.417  0.468

Which structure wins on stability? x wins.

## w
DFT (ωB97M-V/def2-TZVPD) results for 3 unconnected molecules or ions with the total composition C3H11NO3.

The multiplicity is 1. As for the SMILES: CCNC=O.O.O. The calculation puts the LUMO energy at 0.7 eV. The orbital gap is 10.36 eV. For the HOMO energy, the calculation gives -9.612 eV.

Each line ends with the natural charge from an NBO analysis.
Atoms and positions in Å:
C -1.711 0.774 1.390  -0.636
C -0.421 -0.055 1.396  -0.223
N 0.336 0.186 0.140  -0.662
C 1.790 0.272 0.148  0.530
O 2.363 0.437 -0.929  -0.633
H -2.255 0.802 2.430  0.224
H -2.363 0.138 0.652  0.207
H -1.709 1.823 0.912  0.224
H 0.257 0.377 2.309  0.180
H -0.628 -1.149 1.628  0.214
H -0.116 0.142 -0.742  0.427
H 2.254 0.101 1.067  0.137
O 0.143 0.818 -2.690  -0.936
H 0.910 1.070 -2.333  0.476
H -0.385 1.671 -2.745  0.468
O 0.214 -2.496 -0.520  -0.931
H 0.918 -1.876 -0.787  0.468
H 0.402 -3.035 -1.328  0.465

## x
DFT (ωB97M-V/def2-TZVPD) results for 2 unconnected molecules or ions with the total composition C3H11NO3.

The multiplicity is 1. As for the SMILES: OCCNCO.O. The calculation puts the LUMO energy at 0.7 eV. The orbital gap is 10.26 eV. For the HOMO energy, the calculation gives -9.541 eV.

Each line ends with the natural charge from an NBO analysis.
Atoms and positions in Å:
O 0.555 -0.225 1.261  -0.710
C 0.688 -0.961 0.040  -0.094
C 0.586 -0.285 -1.320  -0.268
N -0.785 -0.114 -1.840  -0.655
C -1.563 1.025 -1.452  0.078
O -2.277 0.962 -0.145  -0.773
H -0.193 0.251 1.137  0.470
H 1.605 -1.595 0.192  0.185
H -0.013 -1.819 -0.129  0.147
H 1.162 0.609 -1.487  0.210
H 1.245 -0.948 -1.976  0.210
H -1.194 -1.042 -1.875  0.372
H -0.856 1.979 -1.289  0.189
H -2.367 1.262 -2.175  0.174
H -3.025 0.402 -0.190  0.464
O 2.180 0.271 4.094  -0.948
H 1.456 0.493 3.548  0.479
H 2.797 -0.266 3.607  0.470

## y
DFT (ωB97M-V/def2-TZVPD) results for 4 unconnected molecules or ions with the total composition C3H11NO3.

The multiplicity is 1. As for the SMILES: C=CN=C.O.O.O. The calculation puts the LUMO energy at 0.8 eV. The orbital gap is 10.09 eV. For the HOMO energy, the calculation gives -9.331 eV.

Each line ends with the natural charge from an NBO analysis.
Atoms and positions in Å:
C 1.244 1.451 -1.054  -0.461
C 1.525 1.236 0.218  -0.033
N 0.936 0.353 1.143  -0.451
C -0.119 0.684 1.742  -0.015
H 0.351 1.017 -1.499  0.200
H 1.859 2.033 -1.727  0.212
H 2.373 1.721 0.692  0.195
H -0.550 0.143 2.586  0.170
H -0.716 1.549 1.469  0.177
O 1.007 -2.521 0.136  -0.948
H 1.611 -2.041 0.715  0.487
H 1.280 -2.160 -0.724  0.477
O -2.356 0.875 -0.261  -0.975
H -1.924 0.005 -0.335  0.488
H -2.362 1.196 -1.163  0.466
O -1.327 -1.629 -0.949  -0.976
H -2.094 -2.200 -0.819  0.482
H -0.740 -1.710 -0.172  0.506

Which structure wins on stability? w wins.

## w
DFT (ωB97M-V/def2-TZVPD) results for 3 unconnected molecules or ions with the total composition C3H11NO3.

The multiplicity is 1. As for the SMILES: CCNC=O.O.O. The calculation puts the LUMO energy at 0.6 eV. The orbital gap is 10.62 eV. For the HOMO energy, the calculation gives -10.011 eV.

Each line ends with the natural charge from an NBO analysis.
Atoms and positions in Å:
C -0.990 -1.983 1.887  -0.633
C -2.196 -1.016 1.450  -0.216
N -1.566 0.305 1.039  -0.638
C -1.685 0.742 -0.240  0.542
O -1.053 1.570 -0.786  -0.607
H -1.336 -2.453 2.842  0.219
H -0.068 -1.389 2.093  0.204
H -0.572 -2.641 1.130  0.221
H -2.723 -1.440 0.570  0.209
H -2.889 -0.862 2.323  0.200
H -0.772 0.632 1.711  0.410
H -2.537 0.222 -0.738  0.088
O 1.895 1.524 -0.011  -0.951
H 1.829 0.539 0.069  0.470
H 1.384 1.856 -0.681  0.482
O 4.623 1.335 -4.494  -0.934
H 4.779 2.125 -3.936  0.473
H 3.877 0.934 -4.228  0.461

## x
DFT (ωB97M-V/def2-TZVPD) results for 3 unconnected molecules or ions with the total composition C3H11NO3.

The multiplicity is 1. As for the SMILES: CCNC=O.O.O. The calculation puts the LUMO energy at 0.6 eV. The orbital gap is 10.22 eV. For the HOMO energy, the calculation gives -9.658 eV.

Each line ends with the natural charge from an NBO analysis.
Atoms and positions in Å:
C -2.351 -1.635 0.657  -0.625
C -1.182 -1.232 -0.213  -0.217
N 0.264 -1.133 0.160  -0.617
C 1.142 -0.358 -0.456  0.540
O 2.121 0.154 0.071  -0.631
H -3.023 -2.183 0.158  0.224
H -1.989 -2.103 1.529  0.208
H -2.549 -0.563 0.970  0.247
H -1.503 -0.298 -0.687  0.193
H -1.066 -1.811 -1.161  0.183
H 0.568 -1.337 1.100  0.395
H 0.907 -0.235 -1.599  0.096
O -1.994 1.825 1.266  -0.922
H -2.154 2.712 1.277  0.461
H -1.070 1.930 1.483  0.465
O 4.917 2.337 -1.423  -0.957
H 4.932 1.760 -2.197  0.469
H 4.029 2.171 -0.935  0.488

Which structure wins on stability? w wins.

## w
DFT (ωB97M-V/def2-TZVPD) results for 3 unconnected molecules or ions with the total composition C3H11NO3.

The multiplicity is 1. As for the SMILES: CN(C)C=O.O.O. The calculation puts the LUMO energy at 0.6 eV. The orbital gap is 10.36 eV. For the HOMO energy, the calculation gives -9.760 eV.

Each line ends with the natural charge from an NBO analysis.
Atoms and positions in Å:
C 1.425 0.575 -0.134  -0.415
N 0.334 -0.105 0.610  -0.479
C 0.775 -0.927 1.759  -0.428
C -0.754 0.695 0.936  0.540
O -1.245 1.582 0.288  -0.568
H 1.664 1.574 0.204  0.212
H 1.279 0.379 -1.191  0.221
H 2.333 -0.002 0.060  0.193
H 0.610 -0.413 2.702  0.196
H 1.793 -1.309 1.756  0.219
H 0.168 -1.834 1.713  0.208
H -1.247 0.289 1.842  0.097
O -0.508 1.818 -2.119  -0.932
H -1.279 2.388 -2.152  0.474
H -0.875 0.939 -1.986  0.462
O -1.752 -2.070 -1.298  -0.962
H -1.553 -2.042 -2.236  0.477
H -1.170 -1.538 -0.753  0.482

## x
DFT (ωB97M-V/def2-TZVPD) results for 3 unconnected molecules or ions with the total composition C3H11NO3.

The multiplicity is 1. As for the SMILES: CN(C)C=O.O.O. The calculation puts the LUMO energy at 0.7 eV. The orbital gap is 10.52 eV. For the HOMO energy, the calculation gives -9.792 eV.

Each line ends with the natural charge from an NBO analysis.
Atoms and positions in Å:
C 0.651 1.184 -0.910  -0.417
N 0.514 0.751 0.463  -0.424
C 0.164 1.774 1.414  -0.410
C 1.220 -0.307 0.914  0.551
O 1.691 -1.200 0.232  -0.642
H 1.489 1.861 -1.028  0.191
H 0.820 0.343 -1.574  0.229
H -0.228 1.734 -1.230  0.208
H -0.707 2.330 1.065  0.210
H -0.076 1.334 2.381  0.217
H 0.941 2.532 1.601  0.186
H 1.327 -0.331 2.009  0.119
O -2.550 -1.879 0.153  -0.972
H -1.920 -1.860 -0.588  0.497
H -3.424 -1.793 -0.238  0.460
O -0.345 -2.029 -1.629  -0.978
H 0.056 -2.870 -1.879  0.480
H 0.376 -1.574 -1.157  0.495

Which structure wins on stability? x wins.